{"formula": "C34H37N3O4RuSi", "method": "wB97M-V/def2-TZVPD", "elements": ["Ru", "C", "C", "C", "C", "C", "C", "C", "C", "C", "C", "H", "H", "H", "H", "H", "H", "H", "H", "H", "H", "H", "H", "H", "H", "H", "O", "C", "O", "C", "C", "C", "N", "C", "C", "C", "O", "O", "H", "H", "H", "C", "C", "C", "C", "C", "C", "Si", "C", "C", "C", "C", "C", "C", "H", "H", "H", "H", "H", "H", "H", "H", "H", "H", "H", "C", "C", "C", "C", "N", "N", "C", "H", "H", "H", "H", "H", "H", "H", "H"], "positions_angstrom": [[-0.256287, 0.195872, 0.296336], [2.148043, -0.448980, 0.303564], [2.085418, -0.185098, -1.079508], [1.189353, -1.096606, -1.659954], [0.689454, -1.952613, -0.634401], [1.277858, -1.562622, 0.585165], [1.341597, -2.392159, 1.832120], [-0.201372, -3.132833, -0.848484], [0.754806, -1.124684, -3.086982], [2.793060, 0.912527, -1.808417], [3.046354, 0.183569, 1.318999], [1.414131, -1.780643, 2.732309], [2.217971, -3.048233, 1.804910], [0.458220, -3.022325, 1.938266], [-0.915967, -2.944247, -1.649483], [-0.761215, -3.376053, 0.055996], [0.381316, -4.015807, -1.131166], [-0.287814, -0.812368, -3.187640], [0.831093, -2.129650, -3.509915], [1.362849, -0.455262, -3.694870], [2.088214, 1.497814, -2.400511], [3.550785, 0.514309, -2.489074], [3.291372, 1.589738, -1.114368], [2.557270, 0.232298, 2.293587], [3.313713, 1.200577, 1.038881], [3.967175, -0.396588, 1.440382], [-5.998031, 1.294983, -4.013034], [-5.926644, 0.263899, -3.330663], [-6.763032, -0.611934, -3.056158], [-4.557168, 0.071122, -2.610055], [-4.307713, -1.061743, -1.854225], [-3.094681, -1.184727, -1.198382], [-2.130536, -0.264804, -1.263755], [-2.366192, 0.824950, -2.012548], [-3.553258, 1.030578, -2.690793], [-1.253880, 1.844672, -2.076071], [-1.355365, 2.852354, -2.748226], [-0.213739, 1.534554, -1.370241], [-5.080168, -1.814701, -1.774760], [-2.888087, -2.044659, -0.570049], [-3.705470, 1.923250, -3.280485], [-6.410832, 0.547486, 2.188925], [-5.854221, -0.334511, 3.108634], [-4.506527, -0.650787, 3.039154], [-3.676129, -0.088340, 2.057363], [-4.254083, 0.810596, 1.157905], [-5.604374, 1.121044, 1.214955], [-1.914668, -0.715397, 1.901233], [-1.277009, -1.069005, 3.649318], [-1.570013, -2.309598, 4.223738], [-1.079141, -2.660147, 5.474026], [-0.264572, -1.778167, 6.173307], [0.044983, -0.545360, 5.616153], [-0.459368, -0.197726, 4.369829], [-7.465971, 0.786980, 2.228344], [-6.472699, -0.777131, 3.880406], [-4.088307, -1.336884, 3.769251], [-3.642990, 1.282277, 0.395014], [-6.026241, 1.802419, 0.486847], [-1.485296, 1.019340, 1.057711], [-2.190462, -3.017911, 3.680693], [-1.325913, -3.625168, 5.899576], [0.128300, -2.052202, 7.144328], [0.680426, 0.149761, 6.152049], [-0.209309, 0.767125, 3.947254], [0.745883, 5.769115, -0.756121], [0.858802, 4.760819, 0.336248], [0.859581, 4.875735, 1.708268], [0.946359, 3.553166, 2.192027], [0.998334, 2.689821, 1.187345], [0.975885, 3.448833, 0.071489], [0.963373, 3.101267, 3.617371], [0.434896, 6.729445, -0.349107], [0.011756, 5.445170, -1.495940], [1.699479, 5.907442, -1.268358], [0.802420, 5.785669, 2.283418], [0.737412, 2.953624, -0.792215], [1.380657, 3.875997, 4.260513], [1.565058, 2.198356, 3.727148], [-0.048006, 2.886589, 3.968731]], "forces_ev_per_angstrom": [[0.6, -0.2, -0.4], [-0.2, -0.1, 0.4], [0.2, 0.2, 0.0], [-0.3, -0.3, 0.0], [-0.2, 0.0, -0.4], [0.4, 0.1, 0.4], [-0.1, 0.0, 0.0], [0.0, 0.0, 0.0], [0.0, 0.0, 0.0], [0.0, 0.0, 0.0], [0.0, 0.0, 0.0], [0.0, 0.0, 0.0], [0.0, 0.0, 0.0], [0.0, 0.0, 0.0], [0.0, 0.0, 0.0], [0.0, 0.0, 0.0], [0.0, 0.0, 0.0], [0.0, 0.0, 0.0], [0.0, 0.0, 0.0], [0.0, 0.0, 0.0], [0.0, 0.0, 0.0], [0.0, 0.0, 0.0], [0.0, 0.0, 0.0], [0.0, 0.0, 0.0], [0.0, 0.0, 0.0], [0.0, 0.0, 0.0], [-0.1, 0.1, -0.3], [0.2, 0.1, 0.6], [-0.2, -0.2, -0.2], [-0.1, 0.0, -0.2], [0.1, 0.0, 0.1], [0.0, -0.1, 0.0], [-0.1, 0.1, 0.0], [0.0, 0.1, -0.1], [0.0, -0.1, 0.0], [-0.2, -0.1, 0.1], [0.0, 0.2, -0.1], [0.2, 0.1, 0.0], [0.0, 0.0, 0.0], [0.0, 0.0, 0.0], [0.0, 0.0, 0.0], [0.1, 0.0, 0.0], [0.0, 0.1, 0.0], [0.0, 0.1, 0.0], [-0.1, -0.3, 0.2], [0.0, 0.0, -0.1], [0.0, 0.0, 0.0], [0.0, 0.5, -0.4], [0.0, 0.0, -0.1], [0.0, 0.0, 0.0], [0.0, 0.0, 0.0], [0.0, 0.0, 0.0], [0.0, 0.0, 0.0], [0.0, 0.0, 0.0], [0.0, 0.0, 0.0], [0.0, 0.0, 0.0], [0.0, 0.0, 0.0], [0.0, -0.1, 0.0], [0.0, 0.0, 0.0], [-0.2, -0.2, 0.7], [0.0, 0.0, 0.0], [0.0, 0.0, 0.0], [0.0, 0.0, 0.0], [0.0, 0.0, 0.0], [0.0, 0.0, 0.0], [0.0, 0.0, 0.0], [0.0, -0.1, -0.1], [0.1, 0.0, 0.1], [0.1, 0.0, 0.1], [-0.1, 0.0, 0.0], [-0.2, -0.1, 0.0], [0.0, 0.0, -0.1], [0.0, 0.0, 0.0], [0.0, 0.0, 0.0], [0.0, 0.0, 0.0], [0.0, 0.0, 0.0], [0.0, 0.1, 0.0], [0.0, 0.0, 0.0], [0.0, 0.0, 0.0], [0.0, 0.0, 0.0]], "spin_multiplicity": 6, "total_charge": -1, "gap_ha": [0.2504, 0.2337], "de_lowest_kj_mol": 133.03}

---

{"formula": "C8H12N2O2", "method": "wB97M-V/def2-TZVPD", "elements": ["C", "C", "C", "C", "C", "C", "C", "C", "H", "H", "H", "H", "H", "H", "H", "H", "H", "H", "H", "H", "N", "N", "O", "O"], "positions_angstrom": [[1.333661, 0.965216, -1.397254], [0.171571, 1.059831, -2.425042], [-0.822326, 1.848357, -1.549288], [-0.751676, 1.096449, -0.207600], [0.654110, 1.725589, -0.241883], [-0.546647, -2.037378, 0.945351], [0.426215, -2.588245, 1.965026], [-0.469198, -2.683101, 3.145809], [2.242003, 1.473879, -1.740001], [1.592232, -0.067676, -1.130496], [-0.215784, 0.079057, -2.733509], [0.447202, 1.614527, -3.330641], [-1.773875, 2.161703, -1.999073], [-1.386153, 1.555999, 0.557836], [-0.857027, 0.029480, -0.204319], [1.237272, 1.911933, 0.663965], [0.621601, 3.379833, -1.545433], [0.832300, -3.557963, 1.636162], [1.272851, -1.904763, 2.082695], [-0.209497, -3.011875, 4.124127], [0.004152, 2.896259, -0.892683], [-1.669424, -2.297296, 2.915290], [-0.382012, -1.756427, -0.212158], [-1.751551, -1.893388, 1.573120]], "forces_ev_per_angstrom": [[0.1, -0.1, 0.0], [-0.1, -0.1, -0.2], [-0.5, 0.0, -0.2], [-0.4, 0.6, 0.3], [0.2, -0.1, 0.3], [0.2, -0.2, -0.6], [0.1, -0.1, -0.2], [-0.7, 0.4, -0.6], [-0.1, -0.1, 0.1], [-0.1, 0.2, -0.1], [0.1, 0.2, 0.1], [0.0, -0.1, 0.2], [0.3, -0.1, 0.1], [0.2, 0.1, -0.2], [0.0, 0.2, -0.2], [-0.1, 0.0, -0.1], [0.0, 0.0, 0.0], [-0.2, 0.3, 0.1], [-0.1, -0.1, 0.1], [0.1, -0.2, 0.5], [0.2, 0.2, -0.1], [0.8, -0.3, 0.4], [0.0, -0.9, 0.9], [-0.1, 0.2, -0.4]], "gap_ha": 0.3503, "de_lowest_kj_mol": 388.42}

---

{"formula": "C28H58MgO19S5", "method": "wB97M-V/def2-TZVPD", "elements": ["Mg", "O", "C", "C", "O", "H", "H", "H", "H", "C", "C", "C", "O", "C", "O", "O", "H", "H", "H", "H", "H", "H", "C", "C", "C", "O", "C", "O", "O", "H", "H", "H", "H", "H", "H", "C", "C", "C", "O", "C", "O", "O", "H", "H", "H", "H", "H", "H", "C", "C", "C", "O", "C", "O", "O", "H", "H", "H", "H", "H", "H", "C", "S", "O", "C", "H", "H", "H", "H", "H", "H", "C", "S", "O", "C", "H", "H", "H", "H", "H", "H", "C", "S", "O", "C", "H", "H", "H", "H", "H", "H", "C", "S", "O", "C", "H", "H", "H", "H", "H", "H", "C", "S", "O", "C", "H", "H", "H", "H", "H", "H"], "positions_angstrom": [[0.605759, 9.205374, 2.402053], [2.767028, 6.605395, 1.656723], [3.813847, 6.226520, 2.538629], [3.457288, 6.384227, 4.012974], [2.780235, 7.545661, 4.484997], [4.700089, 6.806330, 2.280771], [4.063095, 5.168033, 2.463960], [4.363899, 6.246660, 4.602247], [2.951171, 5.483638, 4.360648], [6.350555, 13.518947, 8.463636], [7.506883, 14.043976, 9.506808], [8.532252, 14.718625, 8.694007], [8.337897, 16.128708, 8.913045], [7.577693, 16.210583, 10.077292], [7.368976, 17.230460, 10.693639], [6.941987, 15.091541, 10.328344], [6.055018, 14.229311, 7.691527], [5.464701, 13.223365, 9.025763], [6.521605, 12.520624, 8.060899], [7.956887, 13.232847, 10.079222], [8.456424, 14.344725, 7.672963], [9.462533, 14.321995, 9.100666], [-0.211792, 0.361144, -1.567960], [-1.207436, -0.741705, -2.031790], [-1.873835, -0.634632, -3.437941], [-1.808129, -1.975325, -3.913870], [-1.031130, -2.746083, -3.075686], [-0.817431, -3.960120, -3.164284], [-0.553783, -2.005877, -2.097585], [0.543972, -0.042130, -0.893956], [-0.633548, 1.132027, -0.923012], [0.156763, 0.905860, -2.437180], [-2.038850, -0.827973, -1.332211], [-1.286052, 0.020799, -4.080608], [-2.837663, -0.166321, -3.238413], [5.836230, 3.144117, -3.919419], [4.652068, 3.606622, -4.799033], [4.061401, 4.986839, -4.576963], [3.968921, 5.631951, -5.838505], [4.689253, 4.882664, -6.731736], [4.970945, 5.219862, -7.850506], [5.309739, 3.797138, -6.056951], [5.632432, 3.215732, -2.851034], [6.700374, 3.801736, -4.013656], [5.970247, 2.091223, -4.167535], [3.836102, 2.888820, -4.714979], [4.615313, 5.594298, -3.861232], [3.119325, 4.815478, -4.056159], [-0.575252, 8.627048, 11.346092], [-1.264716, 7.410835, 10.787613], [-1.087481, 6.235639, 11.694631], [-2.261170, 5.475197, 11.537932], [-3.176739, 6.329895, 11.127262], [-4.297571, 6.016584, 11.042964], [-2.646926, 7.546119, 10.900626], [0.502988, 8.542083, 11.481276], [-1.068998, 9.119890, 12.183598], [-0.408095, 9.429271, 10.627342], [-0.983446, 7.001077, 9.817511], [-0.940340, 6.558104, 12.725397], [-0.198061, 5.688500, 11.382109], [10.385541, 8.515255, -0.877808], [11.398354, 9.715419, -1.928677], [10.467749, 10.441179, -2.947394], [12.348946, 8.433973, -2.768566], [9.634203, 8.999722, -0.254202], [10.975113, 7.774231, -0.338008], [9.841988, 7.923037, -1.613964], [11.806426, 7.551073, -3.106595], [13.137906, 8.035199, -2.130885], [12.856804, 8.815389, -3.654397], [-5.327785, 10.511333, -1.581924], [-3.659285, 10.032942, -2.248857], [-2.784761, 9.801695, -0.963721], [-4.195143, 8.379824, -3.073476], [-6.019191, 10.265950, -2.388054], [-5.197620, 11.587908, -1.471765], [-5.427751, 10.139124, -0.562320], [-4.934740, 8.612480, -3.839612], [-4.754160, 7.739773, -2.390882], [-3.329829, 7.923512, -3.554222], [-3.266070, 3.951997, 5.019833], [-4.030358, 5.487489, 4.371260], [-2.903938, 6.247899, 3.642804], [-5.243856, 4.542697, 3.207930], [-2.823900, 3.361420, 4.217463], [-3.986223, 3.263527, 5.461987], [-2.525256, 4.251182, 5.761316], [-5.930901, 4.051514, 3.896999], [-4.600519, 3.882487, 2.626253], [-5.668180, 5.299966, 2.548702], [6.052151, 5.084159, 14.016068], [6.107176, 6.514775, 12.844236], [7.090560, 7.499353, 13.509542], [7.032905, 5.646276, 11.510301], [5.702545, 5.455733, 14.979292], [6.995602, 4.570512, 14.200885], [5.417439, 4.356715, 13.510038], [7.009126, 6.086686, 10.513521], [6.544934, 4.749028, 11.129574], [8.071563, 5.558113, 11.828897], [2.971616, 14.077566, -1.757828], [3.853368, 12.792724, -0.913213], [2.778576, 12.200371, 0.007735], [3.945327, 11.687126, -2.363048], [1.937977, 13.751667, -1.873868], [3.322391, 14.184538, -2.784278], [2.918333, 15.047342, -1.263063], [2.884309, 11.458231, -2.462777], [4.310420, 10.765959, -1.908882], [4.661541, 12.170031, -3.027824]], "forces_ev_per_angstrom": [[1.1, -1.1, 0.3], [1.9, -1.0, 1.8], [-2.0, 1.4, -4.2], [-2.4, 2.3, 4.3], [1.4, -2.1, -1.5], [0.2, 0.4, 0.3], [-0.2, -0.3, 0.0], [1.0, 0.7, -0.4], [-1.1, -0.2, -0.7], [0.2, -0.6, 2.4], [-3.6, -1.1, -2.1], [1.4, -0.2, 0.1], [0.0, -1.0, 0.9], [-0.6, 3.2, -0.3], [0.9, -1.3, -1.0], [0.5, -2.1, 0.2], [0.4, 0.1, 0.2], [-0.3, 0.7, 0.4], [1.0, 0.2, -0.5], [-0.6, 0.1, 0.3], [0.1, 1.0, -0.2], [0.7, 0.9, -0.3], [-0.8, -0.1, -0.2], [0.0, 0.8, 0.2], [1.7, 0.7, 1.4], [-0.4, -0.6, 0.2], [-0.1, -3.2, -0.6], [-0.8, 3.7, -0.4], [0.6, 0.4, 0.9], [0.3, -0.3, -0.6], [-0.7, -0.1, -0.2], [0.6, -0.3, 0.1], [0.2, -0.2, 0.4], [-0.1, -0.1, -0.3], [-0.4, -0.8, -0.8], [-1.2, 0.4, 0.7], [2.1, 0.9, 0.7], [-0.3, -0.1, 1.9], [0.1, -1.3, -0.4], [2.2, 0.3, -0.1], [-0.9, -0.8, 1.6], [-2.2, 0.8, -1.9], [-0.5, -0.3, 0.1], [0.1, -0.3, -0.7], [0.7, 0.2, 0.0], [0.2, -0.4, -0.9], [0.5, 0.2, -0.4], [-0.5, 0.5, -0.6], [1.2, 1.5, -1.4], [0.9, -0.5, 1.3], [2.2, -0.6, 0.7], [1.5, -0.5, 0.3], [-0.2, 0.2, 0.3], [-2.4, 0.1, -0.5], [-1.7, 0.8, -0.9], [0.0, -1.1, 0.9], [0.0, -0.6, 0.2], [-1.1, 0.2, -0.6], [0.0, 1.0, -0.6], [-0.3, -0.1, 0.2], [-0.2, -0.4, 0.2], [-0.2, -0.1, -1.4], [-1.7, 0.9, -0.8], [1.7, -2.0, 2.0], [0.4, -0.8, -0.5], [0.5, 0.3, 0.0], [0.4, 0.5, 0.2], [-0.2, 0.1, -0.2], [-0.6, 0.2, 0.1], [0.0, 0.3, 0.4], [-0.2, 0.5, 0.1], [1.7, 0.5, -0.6], [0.7, -1.5, 2.4], [-1.8, 0.1, -2.8], [-0.2, 1.1, 0.6], [-0.4, 0.0, 0.6], [-0.4, 0.1, -0.2], [-0.3, -0.6, -0.4], [0.2, 0.5, -0.2], [0.6, -0.1, 0.4], [0.0, 0.0, 0.4], [-0.1, -0.1, -0.2], [0.9, 0.1, -0.9], [-2.0, -1.6, 0.7], [2.0, 1.2, 0.5], [0.3, 0.4, -0.2], [-0.3, 0.4, 0.3], [0.0, 0.0, -0.2], [-0.1, 0.0, -0.3], [-0.3, -0.2, 0.0], [-0.3, -0.2, 0.3], [0.1, 0.1, -0.8], [2.2, 0.5, 1.4], [-1.5, -1.4, -1.4], [-0.2, 0.0, -0.7], [-0.4, 0.0, -0.3], [0.4, 0.5, -0.3], [-0.4, 0.0, 0.5], [0.1, 1.5, 0.4], [0.0, -0.8, 1.2], [-0.2, -0.4, 0.1], [-0.8, 0.6, -1.0], [-1.3, -0.6, 1.3], [1.4, 0.4, -0.9], [-0.1, -0.1, 2.5], [-0.1, -0.3, 0.3], [0.4, 0.2, 0.1], [0.5, -0.2, 0.2], [0.0, 0.4, -1.4], [0.6, 0.0, -0.3], [-0.7, -0.5, -0.6]], "gap_ha": 0.1593, "de_lowest_kj_mol": 1432.25}

---

{"formula": "C19H18BrN3O2", "method": "wB97M-V/def2-TZVPD", "elements": ["O", "Br", "N", "N", "O", "C", "C", "C", "C", "C", "C", "C", "C", "C", "C", "C", "C", "C", "C", "C", "N", "C", "C", "C", "C", "H", "H", "H", "H", "H", "H", "H", "H", "H", "H", "H", "H", "H", "H", "H", "H", "H", "H"], "positions_angstrom": [[0.167719, 2.239909, 0.672119], [-4.277587, -3.730707, 5.684032], [-0.580801, -0.777052, 0.637813], [0.645683, -2.691325, 1.170075], [0.197105, 0.721982, -1.057855], [-0.150349, 1.849529, -0.432220], [-0.396946, -1.945940, 1.297091], [-1.699210, -3.106093, 4.575146], [-3.502498, -2.050680, 3.443574], [-0.759064, -2.740148, 3.598799], [-2.603360, -1.689635, 2.422181], [3.412340, -3.120741, -1.071189], [3.375376, -1.925272, -1.785321], [-3.052370, -2.914524, 4.419803], [-1.281025, -2.114540, 2.463372], [2.493552, -3.392706, -0.056154], [0.382258, -0.306612, -0.175574], [2.421111, -0.914698, -1.450011], [1.502968, -2.436197, 0.185824], [1.423394, -1.176784, -0.488192], [-0.707473, 2.816996, -1.214923], [-0.262202, 2.433976, -3.687216], [1.142818, 4.605938, -1.319151], [-1.228604, 2.448907, -2.469827], [-0.398382, 4.279734, -1.032336], [-1.305628, -3.723781, 5.312689], [-4.579226, -1.942075, 3.274387], [0.282041, -3.098105, 3.600383], [-3.033588, -1.013860, 1.705519], [4.214003, -3.850047, -1.391624], [4.033167, -1.711241, -2.642247], [2.400007, -4.309294, 0.469235], [2.473969, 0.076331, -1.839919], [-0.759455, 2.253328, -4.643292], [0.325279, 1.573485, -3.399287], [0.450216, 3.225471, -3.802380], [1.783925, 3.965586, -0.715117], [1.404286, 5.725121, -1.167242], [1.360354, 4.399972, -2.387838], [-2.033717, 3.135347, -2.604210], [-1.557093, 1.428721, -2.505520], [-0.669885, 4.564735, 0.068623], [-1.053106, 4.936988, -1.662020]], "forces_ev_per_angstrom": [[0.6, -2.1, 0.7], [0.5, 0.4, -0.6], [0.7, 2.6, -2.2], [-0.9, -1.8, 0.5], [-0.6, -0.6, 1.1], [0.4, 5.5, 1.2], [0.9, 2.3, 0.9], [1.1, -0.2, -1.2], [-0.3, -1.0, -1.2], [-1.5, -0.4, -0.5], [-0.9, 0.2, 1.4], [0.6, -1.5, 0.0], [-1.5, 2.5, -0.1], [-0.2, 0.5, 0.9], [0.2, -0.2, -0.2], [0.8, 1.1, -1.9], [-2.3, -3.9, 0.9], [1.2, -1.8, 0.1], [0.0, 1.2, 0.1], [2.5, -1.0, -0.6], [0.5, 0.1, -0.9], [0.0, -0.6, 0.8], [-1.0, 1.1, -0.5], [-0.1, 0.7, -2.4], [0.6, 0.4, 2.2], [0.2, -0.9, 1.6], [0.5, 0.4, 0.3], [-0.7, 0.4, 0.2], [0.4, -0.1, -0.7], [-1.1, 0.7, 0.7], [-0.1, -0.3, 0.7], [0.3, -0.6, 0.4], [0.0, 0.3, -0.7], [-0.1, 0.0, 0.3], [0.6, -0.4, -0.7], [0.0, 0.8, 0.0], [0.0, 0.2, 0.1], [-0.6, -1.9, 0.1], [-0.1, 0.1, 0.7], [-1.0, 0.2, -0.6], [-0.8, -0.3, 0.7], [0.7, -0.6, -2.0], [0.5, -1.1, 0.3]], "smiles": "CCN(CC)C(=O)Oc1nc(-c2ccc(Br)cc2)nc2ccccc12", "gap_ha": 0.2983, "de_lowest_kj_mol": 85.22}

---

Q: Number 4 is which compound?
A: C19H18BrN3O2